(1)
{"formula": "C23H27N3O5S", "method": "the ωB97M-V functional and the def2-TZVPD basis", "symbols": ["C", "O", "C", "C", "C", "C", "C", "C", "C", "C", "N", "C", "O", "C", "C", "C", "C", "S", "O", "O", "N", "C", "C", "C", "C", "C", "O", "C", "C", "N", "C", "C", "H", "H", "H", "H", "H", "H", "H", "H", "H", "H", "H", "H", "H", "H", "H", "H", "H", "H", "H", "H", "H", "H", "H", "H", "H", "H", "H"], "xyz": [[1.287540, 2.355344, -2.337976], [1.704372, 2.426518, -0.994297], [2.479519, 3.480925, -0.590428], [2.835435, 4.523391, -1.437462], [3.618360, 5.571032, -0.983498], [4.060633, 5.586347, 0.323432], [3.716218, 4.543034, 1.165723], [2.932079, 3.481427, 0.740384], [2.581266, 2.406948, 1.751351], [1.128686, 2.623732, 2.242444], [0.191967, 1.985974, 1.354099], [-0.664729, 1.033333, 1.762061], [-0.952523, 0.817694, 2.926359], [-1.242559, 0.223615, 0.641345], [-2.600618, -0.070206, 0.615851], [-3.102527, -0.929379, -0.346544], [-2.235629, -1.492620, -1.260651], [-2.837386, -2.729903, -2.407184], [-4.258248, -2.828850, -2.279773], [-2.254905, -2.500008, -3.696137], [-2.185081, -4.168966, -1.869116], [-2.506403, -4.583191, -0.518566], [-1.621040, -3.964011, 0.517318], [-0.275124, -4.066680, 0.725617], [0.026286, -3.205785, 1.809071], [-1.155039, -2.644216, 2.179142], [-2.153871, -3.095518, 1.403174], [-0.885566, -1.198588, -1.258582], [-0.382981, -0.331915, -0.304786], [2.763244, 1.055281, 1.225542], [4.080845, 0.884632, 0.643475], [2.556123, 0.047537, 2.249842], [0.647643, 3.201585, -2.607475], [2.140881, 2.310228, -3.020838], [0.712333, 1.433779, -2.420360], [2.501695, 4.531021, -2.462553], [3.878318, 6.370609, -1.660375], [4.671756, 6.397309, 0.687467], [4.068525, 4.551568, 2.187178], [3.242784, 2.565854, 2.626884], [0.934794, 3.701522, 2.292018], [0.976153, 2.203539, 3.239682], [0.455057, 2.021642, 0.378541], [-3.246906, 0.360230, 1.365194], [-4.147340, -1.191698, -0.392468], [-1.213952, -4.260982, -2.120765], [-2.441061, -5.675754, -0.472777], [-3.541314, -4.281196, -0.348452], [0.412251, -4.685171, 0.184595], [0.985998, -3.036622, 2.251362], [-1.400830, -1.926493, 2.936297], [-0.248272, -1.656209, -2.000002], [0.674731, -0.115703, -0.260977], [4.887737, 1.015632, 1.381926], [4.151311, -0.120058, 0.228967], [4.232188, 1.600976, -0.160021], [2.706329, -0.934020, 1.802027], [1.542851, 0.088003, 2.637813], [3.260116, 0.157075, 3.090201]], "forces_ev_per_a": [[-0.1, 0.0, -0.3], [0.2, 0.1, 0.3], [0.1, 0.2, 0.1], [-0.2, -0.2, -0.2], [0.1, 0.0, 0.1], [0.0, 0.1, -0.1], [-0.1, 0.0, -0.1], [0.1, -0.1, -0.1], [-0.2, -0.1, 0.0], [0.1, 0.0, 0.4], [0.1, 0.2, -0.1], [-0.1, 0.2, -0.3], [-0.1, -0.1, 0.3], [-0.1, -0.2, -0.1], [0.2, 0.1, 0.0], [-0.1, 0.1, 0.0], [-0.3, -0.3, -0.4], [0.4, -0.3, -0.2], [0.0, 0.1, 0.4], [0.3, 0.0, 0.2], [-0.5, 0.7, -0.6], [-0.1, 0.1, 0.5], [0.7, -0.5, -0.1], [-0.7, -0.1, -0.2], [-0.4, 0.3, 0.3], [0.9, 0.0, 0.3], [-0.4, -0.2, -0.1], [0.1, 0.1, -0.1], [-0.2, 0.0, 0.0], [0.2, 0.1, 0.2], [0.0, 0.0, -0.1], [0.0, 0.0, 0.0], [0.0, 0.0, 0.0], [0.0, 0.0, 0.0], [0.0, 0.1, 0.0], [-0.1, 0.0, -0.1], [0.0, 0.1, -0.1], [0.1, 0.1, 0.0], [0.0, -0.1, 0.1], [-0.1, 0.0, -0.1], [0.1, -0.1, 0.1], [0.0, 0.1, -0.1], [-0.1, -0.1, 0.0], [-0.1, 0.0, 0.1], [-0.1, 0.0, 0.1], [0.2, 0.1, -0.1], [-0.1, 0.2, 0.0], [0.0, -0.2, 0.2], [0.1, -0.2, -0.2], [0.2, 0.1, 0.2], [-0.1, 0.2, 0.1], [0.2, 0.0, 0.0], [0.2, 0.1, 0.0], [0.0, 0.0, 0.0], [0.1, 0.0, 0.0], [0.1, 0.0, 0.0], [0.0, -0.1, 0.0], [-0.1, 0.0, 0.1], [0.0, 0.0, 0.0]], "smiles": "COc1ccccc1[C@@H](CNC(=O)c1ccc(S(=O)(=O)NCc2ccco2)cc1)N(C)C", "total_charge": 0, "homo_lumo_gap_ev": 9.0301, "energy_ev": -49831.28389, "homo_ev": -8.643, "e_above_lowest_kj_mol": 384.3}

---

(2)
{"formula": "C23H27N3S2", "method": "the ωB97M-V functional and the def2-TZVPD basis", "symbols": ["C", "N", "C", "C", "C", "C", "C", "C", "S", "C", "S", "N", "C", "C", "C", "C", "C", "C", "N", "C", "C", "C", "C", "C", "C", "C", "C", "C", "H", "H", "H", "H", "H", "H", "H", "H", "H", "H", "H", "H", "H", "H", "H", "H", "H", "H", "H", "H", "H", "H", "H", "H", "H", "H", "H"], "xyz": [[-6.538208, -1.441829, 1.852792], [-5.800588, -1.491437, 0.604161], [-6.139129, -2.592928, -0.278972], [-4.591614, -0.794044, 0.454776], [-3.342677, -1.453215, 0.558031], [-2.157934, -0.768060, 0.314525], [-2.175860, 0.599603, 0.007921], [-0.879367, 1.331668, -0.024492], [0.092445, 0.807009, 1.840239], [1.707902, 1.335999, 1.785655], [2.020716, 2.976841, 1.660405], [2.785671, 0.484755, 1.788507], [2.776578, -0.914759, 2.181088], [4.226188, -1.392751, 1.960900], [4.978747, -0.245627, 1.243728], [4.046218, 0.973828, 1.265844], [0.076775, 0.940560, -1.032884], [0.232467, -0.341540, -1.558866], [1.472743, -0.454431, -2.125202], [1.938367, -1.660507, -2.782173], [2.110860, 0.798943, -2.075708], [3.356087, 1.175854, -2.547263], [3.755261, 2.506332, -2.314882], [2.928800, 3.395394, -1.620122], [1.664557, 3.001629, -1.170056], [1.239927, 1.704832, -1.430398], [-3.414396, 1.276396, -0.061728], [-4.607028, 0.592690, 0.149631], [-6.114734, -0.662337, 2.499107], [-7.593619, -1.208948, 1.648945], [-6.483750, -2.414692, 2.373602], [-5.508492, -2.584028, -1.175104], [-6.033467, -3.567848, 0.218027], [-7.185365, -2.498252, -0.599676], [-3.329692, -2.501261, 0.872425], [-1.222210, -1.321398, 0.461831], [-0.944670, 2.392613, 0.229471], [2.038911, -1.494609, 1.601690], [2.497503, -1.008389, 3.240252], [4.262026, -2.317035, 1.373579], [4.681555, -1.610031, 2.936184], [5.927401, 0.026808, 1.733220], [5.219552, -0.520016, 0.209582], [4.445615, 1.769253, 1.916510], [3.930193, 1.425989, 0.257166], [-0.439280, -1.184488, -1.453065], [2.934634, -1.485880, -3.210457], [1.978313, -2.501460, -2.074120], [1.249122, -1.939084, -3.596900], [3.949139, 0.452230, -3.110882], [4.716066, 2.840691, -2.696730], [3.260439, 4.410994, -1.427923], [0.999911, 3.697081, -0.663223], [-3.431282, 2.353847, -0.261090], [-5.567327, 1.099043, 0.052122]], "forces_ev_per_a": [[0.2, 0.1, -0.3], [-0.5, 0.0, -0.1], [0.2, 0.2, 0.2], [0.9, 0.4, -0.3], [-0.8, 0.4, -0.2], [-0.3, -0.3, 0.2], [-0.2, -0.1, 0.9], [0.6, 0.3, 1.2], [-2.1, -1.3, -0.1], [2.4, 1.2, -0.4], [-0.3, -0.2, 0.6], [-1.6, 0.6, -0.5], [-0.1, -0.3, -0.1], [0.2, 0.0, 0.2], [0.1, 0.1, -0.1], [0.8, 0.2, 0.0], [0.4, -0.7, -0.9], [0.2, 1.2, 0.8], [0.0, 0.5, -0.3], [0.0, 0.0, -0.3], [-0.7, -0.6, 0.0], [0.4, 0.6, -0.2], [-0.1, -0.9, -0.2], [-0.7, 0.0, 0.0], [0.3, 0.5, -0.8], [0.2, -0.9, 0.4], [0.5, -0.1, 0.2], [0.3, -0.8, 0.0], [-0.2, -0.2, -0.2], [0.1, -0.1, 0.2], [-0.1, 0.2, 0.0], [-0.1, 0.1, 0.2], [0.0, 0.0, -0.1], [0.1, -0.1, 0.0], [0.0, 0.3, -0.2], [-0.4, 0.5, 0.0], [-0.1, -0.2, -0.6], [0.2, 0.2, 0.1], [0.0, 0.0, -0.3], [0.0, 0.2, 0.2], [-0.1, 0.0, -0.3], [-0.3, -0.4, -0.1], [-0.1, 0.0, 0.2], [-0.2, -0.2, -0.2], [-0.2, -0.3, 0.6], [0.3, 0.1, -0.2], [-0.4, -0.1, 0.2], [0.1, 0.3, -0.2], [0.3, 0.1, 0.2], [0.1, 0.4, 0.2], [-0.1, 0.0, 0.1], [0.0, -0.1, -0.1], [0.3, -0.1, -0.2], [0.1, -0.4, 0.1], [0.2, -0.1, 0.1]], "smiles": "CN(C)c1ccc([C@@H](SC(=S)N2CCCC2)c2cn(C)c3ccccc23)cc1", "total_charge": 0, "homo_lumo_gap_ev": 6.7732, "energy_ev": -50428.37196, "homo_ev": -7.045, "e_above_lowest_kj_mol": 105.8}

---

(3)
{"formula": "C23H27NO6", "method": "the ωB97M-V functional and the def2-TZVPD basis", "symbols": ["C", "C", "C", "O", "C", "C", "C", "C", "C", "O", "C", "C", "C", "O", "O", "C", "C", "O", "N", "C", "C", "C", "C", "O", "C", "C", "C", "C", "C", "C", "H", "H", "H", "H", "H", "H", "H", "H", "H", "H", "H", "H", "H", "H", "H", "H", "H", "H", "H", "H", "H", "H", "H", "H", "H", "H", "H"], "xyz": [[-3.537565, -1.854973, -1.575435], [-3.100118, -2.188310, -0.155242], [-2.272969, -3.474409, -0.118848], [-1.065346, -3.365429, -0.847690], [0.010993, -2.753929, -0.312522], [0.096356, -2.218762, 0.972429], [1.276177, -1.647581, 1.411356], [2.401256, -1.600206, 0.593085], [3.691085, -1.004742, 0.994785], [4.740267, -1.366824, 0.510407], [3.666127, 0.122911, 2.024140], [4.570677, 1.257129, 1.541940], [4.093004, 1.899683, 0.260143], [4.467804, 2.960547, -0.156030], [3.194590, 1.121777, -0.372555], [2.694655, 1.546751, -1.631862], [1.163160, 1.596759, -1.678741], [0.593476, 1.934798, -2.691284], [0.579972, 1.242572, -0.512194], [-0.776295, 1.258907, -0.164983], [-1.785812, 1.554244, -1.070976], [-3.109107, 1.578808, -0.664824], [-3.449967, 1.299035, 0.654121], [-4.712994, 1.280043, 1.154964], [-5.795960, 1.580786, 0.296710], [-7.072504, 1.496946, 1.118462], [-2.431512, 1.002805, 1.563508], [-1.115300, 0.987129, 1.160059], [2.312465, -2.151699, -0.689442], [1.140215, -2.703687, -1.140276], [-2.668157, -1.752195, -2.219763], [-4.175190, -2.640310, -1.975503], [-4.086208, -0.917444, -1.590342], [-3.972635, -2.321756, 0.486894], [-2.508830, -1.361716, 0.241922], [-2.074840, -3.784765, 0.913976], [-2.819008, -4.278214, -0.621405], [-0.748593, -2.245430, 1.642190], [1.322408, -1.274630, 2.424490], [4.062040, -0.268744, 2.964217], [2.655371, 0.489473, 2.196320], [5.563822, 0.849475, 1.329259], [4.683125, 2.037202, 2.296025], [3.042247, 0.847066, -2.398281], [3.085170, 2.544564, -1.866033], [1.209654, 0.942229, 0.221491], [-1.533304, 1.773406, -2.094489], [-3.865214, 1.822803, -1.393857], [-5.831765, 0.860155, -0.532542], [-5.678355, 2.590452, -0.120132], [-7.930702, 1.723543, 0.492563], [-7.183953, 0.497595, 1.530082], [-7.031641, 2.206842, 1.939858], [-2.702200, 0.792396, 2.586031], [-0.338386, 0.765372, 1.877180], [3.188828, -2.127419, -1.318803], [1.062950, -3.123628, -2.130514]], "forces_ev_per_a": [[0.0, 0.0, 0.2], [0.3, -0.2, -0.3], [-0.5, 0.2, 0.4], [0.3, 0.0, -0.2], [0.3, 0.1, 0.1], [-0.4, -0.2, -0.1], [0.4, 0.0, -0.2], [-0.3, -0.3, -0.2], [-0.1, 0.0, 0.4], [0.0, 0.1, 0.0], [0.4, 0.1, -0.1], [0.0, -0.1, 0.0], [0.4, 0.5, 0.3], [0.0, -0.1, 0.0], [-0.2, -0.2, -0.1], [0.0, 0.4, -0.6], [0.5, -0.1, 0.4], [0.0, 0.1, -0.3], [0.2, -0.1, 0.4], [-0.4, 0.1, -0.1], [0.3, 0.0, -0.1], [-0.4, 0.0, 0.3], [0.3, 0.0, -0.1], [0.0, -0.1, 0.2], [-0.3, 0.1, -0.1], [0.4, 0.0, -0.1], [-0.2, 0.1, -0.1], [-0.1, 0.1, -0.1], [0.0, 0.1, 0.2], [-0.2, 0.0, 0.0], [0.0, 0.0, -0.1], [-0.1, -0.1, -0.1], [-0.1, 0.1, -0.1], [0.0, 0.0, 0.1], [0.0, 0.0, 0.1], [0.0, 0.0, -0.1], [0.1, 0.1, 0.1], [-0.1, 0.0, 0.0], [0.0, 0.1, 0.1], [-0.1, 0.0, 0.0], [0.0, -0.1, 0.1], [-0.1, 0.1, 0.0], [0.0, 0.0, -0.1], [-0.1, 0.1, 0.1], [-0.2, -0.2, 0.0], [-0.1, 0.0, -0.2], [0.0, 0.0, 0.0], [-0.1, 0.0, -0.1], [0.1, 0.1, 0.0], [0.0, -0.1, 0.0], [-0.1, 0.0, 0.0], [-0.1, -0.1, 0.0], [0.0, 0.1, 0.1], [0.0, 0.0, 0.1], [0.1, 0.0, 0.1], [0.1, 0.0, -0.1], [0.0, 0.0, -0.1]], "smiles": "CCCOc1ccc(C(=O)CCC(=O)OCC(=O)Nc2ccc(OCC)cc2)cc1", "total_charge": 0, "homo_lumo_gap_ev": 8.5635, "energy_ev": -38065.10592, "homo_ev": -8.122, "e_above_lowest_kj_mol": 141.7}

---

(4)
{"formula": "C23H27O3Si", "method": "the ωB97M-V functional and the def2-TZVPD basis", "symbols": ["C", "Si", "C", "C", "O", "C", "C", "C", "C", "C", "O", "H", "H", "H", "H", "H", "H", "H", "H", "H", "H", "H", "H", "H", "H", "H", "H", "C", "C", "C", "C", "C", "O", "C", "C", "C", "C", "C", "C", "C", "C", "C", "C", "H", "H", "H", "H", "H", "H", "H", "H", "H", "H", "H"], "xyz": [[4.973766, -1.859585, -1.653744], [3.356435, -2.005760, -2.576862], [3.253182, -0.581287, -3.778487], [3.378922, -3.625643, -3.505340], [2.068263, -1.950900, -1.503712], [0.791873, -2.053660, -2.006037], [-0.234297, -1.973001, -1.115282], [-1.666255, -2.143269, -1.487388], [-1.802298, -2.703419, -2.909411], [-0.760775, -2.042787, -3.813905], [0.585095, -2.243726, -3.373529], [5.798848, -1.892772, -2.359760], [5.011398, -0.920528, -1.111345], [5.078000, -2.680272, -0.951470], [4.080788, -0.624610, -4.480817], [2.317253, -0.630461, -4.325071], [3.299110, 0.357797, -3.235914], [4.217810, -3.646767, -4.195460], [3.478358, -4.448555, -2.804493], [2.455015, -3.742370, -4.061903], [0.023566, -1.834194, -0.081059], [-2.172897, -2.792979, -0.758941], [-2.178162, -1.173745, -1.419260], [-1.646004, -3.789247, -2.898394], [-2.817197, -2.551762, -3.302958], [-0.825079, -2.404210, -4.847569], [-0.920450, -0.958756, -3.847755], [-1.227379, 6.355854, 0.893995], [-0.256497, 5.507304, 0.388941], [-0.184637, 4.201525, 0.818110], [-1.092192, 3.712705, 1.770964], [-1.090443, 2.356110, 2.280632], [-2.070781, 2.052252, 3.204981], [-2.121919, 0.776359, 3.736017], [-1.196228, -0.220608, 3.349922], [-1.294689, -1.501715, 3.918774], [-2.274751, -1.783658, 4.840688], [-3.180808, -0.801058, 5.219822], [-3.106417, 0.460731, 4.674857], [-0.208588, 0.127948, 2.405256], [-0.163303, 1.390949, 1.884187], [-2.062345, 4.591816, 2.263152], [-2.131695, 5.894958, 1.833492], [-1.280475, 7.377538, 0.555817], [0.443584, 5.875765, -0.343950], [0.571628, 3.551953, 0.418395], [-0.588914, -2.258426, 3.621516], [-2.343121, -2.768718, 5.272848], [-3.946133, -1.025487, 5.943860], [-3.800887, 1.234450, 4.956444], [0.512818, -0.610668, 2.107785], [0.594310, 1.647698, 1.168090], [-2.756553, 4.215607, 2.993758], [-2.887831, 6.555308, 2.227527]], "forces_ev_per_a": [[-0.8, 0.0, 0.2], [1.2, -0.2, -1.1], [-0.2, -0.3, 0.4], [-0.3, 0.4, 0.3], [-1.0, -0.2, -1.5], [-1.7, 0.1, 1.3], [1.1, -0.2, -1.2], [-0.5, 0.1, -0.1], [0.2, -0.2, 0.2], [-0.6, 0.3, -0.1], [1.1, -0.1, 1.6], [0.1, 0.0, -0.1], [0.2, 0.2, 0.2], [0.2, -0.1, 0.2], [0.1, 0.0, -0.1], [-0.1, 0.1, -0.2], [0.0, 0.3, 0.0], [0.1, 0.0, -0.1], [0.0, -0.3, 0.0], [-0.1, -0.1, -0.1], [0.2, 0.0, 0.2], [0.1, 0.0, -0.2], [-0.1, -0.1, -0.1], [0.1, 0.2, 0.0], [0.3, 0.1, 0.0], [0.2, -0.1, 0.3], [-0.1, 0.0, 0.1], [0.0, 0.1, 0.0], [0.1, 0.0, -0.1], [0.0, -0.5, 0.2], [-0.6, 0.4, 0.3], [-0.8, -0.3, 0.8], [1.7, -0.6, -1.2], [0.1, -0.5, 0.1], [-0.2, 0.5, 0.0], [-0.3, 0.0, 0.2], [0.5, -0.3, -0.3], [0.0, 0.4, -0.2], [-0.1, 0.9, -0.3], [-0.3, 0.2, 0.2], [-0.2, -0.1, 0.2], [-0.1, -0.3, 0.2], [-0.1, 0.1, 0.0], [0.0, 0.1, -0.1], [0.1, 0.0, -0.1], [0.2, -0.1, -0.2], [0.1, -0.1, -0.1], [0.0, -0.1, 0.0], [-0.1, 0.0, 0.1], [-0.2, 0.1, 0.1], [0.2, -0.2, -0.1], [0.1, 0.1, -0.1], [-0.2, 0.1, 0.1], [-0.1, 0.0, 0.0]], "total_charge": 1, "homo_lumo_gap_ev": 4.9596, "energy_ev": -38304.01274, "homo_ev": -10.168, "e_above_lowest_kj_mol": 0.0}